The following is a quantum chemistry calculation of a 18-piece molecular cluster, C48H137N5O32 overall, from OMol25.

Each line ends with the Löwdin charge.
Positions of all 222 atoms, in Å:
C: 2.63 0.34 4.02  -0.015
O: 3.37 -0.73 3.30  -0.231
C: 3.61 -0.54 1.96  -0.243
C: 4.59 -1.53 1.40  -0.199
N: 4.47 -2.99 1.65  -0.017
C: 5.80 -3.70 1.27  -0.138
C: 6.81 -3.62 2.43  -0.182
O: 7.10 -4.91 3.00  -0.204
C: 7.60 -5.94 2.17  -0.119
H: 1.59 0.06 3.82  0.077
H: 2.78 1.40 3.83  0.073
H: 2.78 0.34 5.10  0.088
H: 3.71 0.50 1.64  0.140
H: 2.69 -0.91 1.52  0.095
H: 5.48 -1.09 1.86  0.121
H: 4.72 -1.44 0.32  0.123
H: 3.61 -3.23 1.18  0.070
H: 6.27 -3.35 0.35  0.108
H: 5.63 -4.76 1.09  0.093
H: 6.45 -3.02 3.27  0.109
H: 7.78 -3.29 2.06  0.113
H: 8.55 -5.66 1.69  0.085
H: 6.91 -6.32 1.42  0.073
H: 7.86 -6.78 2.80  0.086
C: -2.40 7.15 -7.80  -0.124
O: -1.80 5.88 -7.67  -0.193
C: -2.33 4.90 -8.56  -0.212
C: -1.97 3.41 -8.33  -0.164
N: -2.52 2.72 -7.13  -0.054
C: -2.02 3.22 -5.90  -0.217
C: -2.52 2.51 -4.64  -0.227
O: -2.12 1.21 -4.51  -0.212
C: -2.78 0.43 -3.56  -0.091
H: -2.64 7.63 -8.75  0.084
H: -1.68 7.83 -7.35  0.088
H: -3.33 7.14 -7.24  0.086
H: -2.00 5.09 -9.58  0.115
H: -3.41 4.99 -8.56  0.117
H: -0.89 3.35 -8.17  0.105
H: -2.23 2.80 -9.20  0.120
H: -2.45 1.72 -7.21  0.078
H: -2.42 4.23 -5.77  0.121
H: -0.94 3.22 -5.85  0.104
H: -3.60 2.60 -4.74  0.128
H: -2.20 2.85 -3.65  0.127
H: -2.15 -0.46 -3.55  0.075
H: -3.80 0.11 -3.77  0.101
H: -2.76 0.80 -2.53  0.074
C: 5.78 -6.21 -3.86  -0.100
O: 4.55 -6.33 -3.15  -0.227
C: 3.52 -5.29 -3.21  -0.161
C: 2.16 -5.77 -2.57  -0.203
N: 2.32 -6.13 -1.19  -0.075
C: 1.16 -6.46 -0.46  -0.198
C: 1.34 -6.11 1.02  -0.208
O: 2.16 -7.10 1.64  -0.189
C: 2.44 -7.00 3.05  -0.068
H: 5.60 -6.49 -4.89  0.080
H: 6.32 -7.10 -3.52  0.085
H: 6.33 -5.28 -3.73  0.089
H: 3.24 -5.18 -4.26  0.112
H: 4.02 -4.40 -2.80  0.098
H: 1.91 -6.66 -3.13  0.110
H: 1.40 -5.07 -2.92  0.105
H: 3.27 -6.43 -0.98  0.128
H: 1.14 -7.54 -0.56  0.126
H: 0.28 -6.12 -1.00  0.104
H: 0.34 -6.10 1.44  0.116
H: 1.81 -5.13 1.09  0.100
H: 1.50 -6.98 3.60  0.081
H: 3.02 -6.09 3.22  0.076
H: 2.93 -7.89 3.45  0.086
C: 0.27 2.26 6.23  -0.102
O: -0.89 3.09 6.11  -0.198
C: -2.21 2.52 6.11  -0.195
C: -2.54 1.44 5.11  -0.162
N: -1.96 0.10 5.48  -0.054
C: -2.77 -0.66 6.41  -0.189
C: -3.93 -1.37 5.66  -0.212
O: -5.07 -0.53 5.61  -0.196
C: -6.12 -1.02 4.79  -0.101
H: 0.48 1.80 5.27  0.054
H: 0.11 1.48 6.98  0.089
H: 1.17 2.84 6.44  0.079
H: -2.86 3.39 6.00  0.121
H: -2.59 2.14 7.06  0.110
H: -2.05 1.62 4.15  0.116
H: -3.61 1.29 4.90  0.109
H: -1.58 -0.52 4.78  0.044
H: -2.98 -0.13 7.34  0.116
H: -2.14 -1.45 6.80  0.106
H: -4.22 -2.27 6.21  0.112
H: -3.57 -1.70 4.69  0.107
H: -7.01 -0.38 4.83  0.089
H: -6.43 -2.03 5.06  0.080
H: -5.79 -1.04 3.75  0.076
C: -0.96 10.08 4.71  -0.103
O: -0.34 10.82 3.66  -0.178
C: 0.67 10.09 3.05  -0.255
C: 0.58 10.22 1.49  -0.176
N: 1.82 9.58 0.94  -0.040
C: 1.57 8.65 -0.26  -0.128
C: 1.54 7.06 -0.03  -0.289
O: 1.00 6.32 -1.03  -0.163
C: 1.13 4.90 -0.79  -0.062
H: -0.34 9.49 5.38  0.087
H: -1.65 9.39 4.24  0.086
H: -1.58 10.78 5.27  0.085
H: 0.75 9.06 3.39  0.105
H: 1.60 10.56 3.37  0.121
H: 0.25 11.21 1.18  0.111
H: -0.29 9.63 1.22  0.102
H: 2.14 9.03 1.72  0.070
H: 2.41 8.63 -0.96  0.097
H: 0.66 8.86 -0.84  0.105
H: 1.10 6.71 0.90  0.097
H: 2.57 6.82 0.22  0.111
H: 1.13 4.42 -1.77  0.075
H: 0.34 4.44 -0.20  0.072
H: 2.13 4.66 -0.42  0.091
C: 2.00 2.73 -4.51  -0.256
C: 2.15 1.99 -5.87  -0.254
O: 2.52 0.66 -5.90  -0.071
O: 3.31 2.86 -4.16  -0.074
H: 1.57 2.12 -3.71  0.117
H: 1.53 3.71 -4.47  0.114
H: 2.87 2.43 -6.56  0.126
H: 1.17 1.94 -6.33  0.099
H: 1.83 0.06 -5.60  0.026
H: 3.74 3.50 -4.72  0.093
C: 0.17 -0.63 -0.94  -0.187
C: 0.80 -1.91 -1.25  -0.224
O: 1.59 -2.38 -0.14  -0.074
O: -1.09 -0.80 -0.24  -0.069
H: 0.01 -0.19 -1.92  0.121
H: 0.90 0.00 -0.43  0.129
H: 1.44 -1.81 -2.13  0.112
H: 0.09 -2.66 -1.62  0.127
H: 1.74 -3.33 -0.17  0.056
H: -0.92 -1.44 0.45  0.034
C: -6.20 -2.65 -0.65  -0.210
C: -5.02 -2.85 0.35  -0.228
O: -5.03 -3.99 1.13  -0.088
O: -7.51 -2.50 -0.05  -0.055
H: -6.26 -3.28 -1.54  0.106
H: -6.02 -1.69 -1.14  0.112
H: -5.02 -2.08 1.13  0.116
H: -4.01 -2.83 -0.05  0.110
H: -5.29 -3.79 2.03  0.089
H: -7.66 -3.45 0.00  0.073
C: -3.41 -4.83 -2.53  -0.212
C: -2.48 -6.01 -2.13  -0.194
O: -2.45 -6.11 -0.69  -0.075
O: -3.29 -4.69 -3.94  -0.080
H: -3.00 -3.90 -2.14  0.113
H: -4.41 -4.89 -2.11  0.118
H: -1.50 -5.90 -2.61  0.104
H: -2.93 -6.95 -2.45  0.122
H: -2.51 -5.27 -0.23  0.054
H: -3.84 -5.30 -4.44  0.105
C: 3.92 -2.55 6.07  -0.236
C: 3.27 -3.66 5.37  -0.241
O: 2.45 -3.08 4.34  -0.086
O: 4.98 -2.03 5.24  -0.075
H: 4.51 -2.98 6.88  0.126
H: 3.14 -1.85 6.35  0.119
H: 2.69 -4.11 6.16  0.124
H: 3.99 -4.33 4.90  0.122
H: 3.00 -2.65 3.69  0.034
H: 4.61 -1.72 4.41  0.026
C: -4.23 3.73 0.60  -0.222
C: -5.21 4.74 0.00  -0.241
O: -4.57 5.94 -0.35  -0.061
O: -3.20 3.35 -0.32  -0.070
H: -4.85 2.92 0.99  0.120
H: -3.77 4.11 1.51  0.121
H: -6.00 5.12 0.65  0.123
H: -5.67 4.28 -0.87  0.117
H: -3.63 5.80 -0.41  0.066
H: -2.54 4.05 -0.39  0.076
C: -2.80 -1.84 -6.39  -0.158
C: -1.66 -2.79 -5.98  -0.224
O: -1.46 -2.52 -4.59  -0.096
O: -2.27 -0.49 -6.75  -0.094
H: -3.54 -1.62 -5.63  0.116
H: -3.15 -2.29 -7.32  0.114
H: -0.73 -2.61 -6.52  0.106
H: -1.77 -3.84 -6.24  0.117
H: -2.01 -3.16 -4.14  0.045
H: -1.94 -0.13 -5.92  0.031
C: 0.69 4.81 4.03  -0.247
C: 1.15 3.91 2.96  -0.211
O: 2.50 4.31 2.55  -0.086
O: 0.90 6.16 3.64  -0.066
H: 1.25 4.61 4.94  0.114
H: -0.38 4.63 4.10  0.125
H: 0.61 4.07 2.03  0.104
H: 1.07 2.85 3.18  0.102
H: 3.10 4.20 3.29  0.085
H: 1.64 6.13 3.02  0.048
C: -0.51 -2.06 3.57  -0.319
C: -0.03 -3.11 2.59  -0.152
O: -1.10 -3.23 1.56  -0.095
O: -0.80 -0.90 2.97  -0.036
H: 0.08 -1.97 4.48  0.118
H: -1.45 -2.31 4.06  0.099
H: 0.16 -4.13 2.90  0.111
H: 0.94 -2.81 2.18  0.094
H: -1.75 -3.83 1.94  0.019
H: -0.48 -1.00 2.07  0.069
O: -3.60 0.35 -0.03  -0.056
H: -2.70 0.09 -0.22  -0.021
H: -3.65 1.26 -0.32  -0.012
O: -2.85 -5.26 2.43  -0.026
H: -3.77 -5.18 2.19  0.022
H: -2.83 -5.11 3.38  0.058
O: 4.55 -2.00 -3.82  -0.047
H: 4.10 -1.64 -4.58  0.017
H: 3.88 -2.49 -3.35  -0.009
O: 1.45 -1.63 -5.22  -0.028
H: 1.79 -1.95 -6.06  0.066
H: 0.60 -2.07 -5.13  0.009

Values from the calculation:
* DFT total energy: -4591.80704 a.u.
* LUMO level: -0.093 eV
* molecular weight: 1296.63 g/mol
* gap between HOMO and LUMO: 8.185 eV
* highest occupied orbital energy: -8.279 eV